(1)
The following is a DFT calculation (ωB97M-V/def2-TZVPD) of a 2-piece molecular cluster, C6H10N2 overall at a distorted geometry.

Structure (XYZ):
```
18
Properties=species:S:1:pos:R:3:forces:R:3
C 2.286 -0.199 1.153 1.4 0.9 -2.6
C -0.454 -0.743 -1.025 3.1 0.0 -1.7
C -1.314 -1.226 -0.137 -2.9 -1.3 1.7
C -2.213 -0.482 0.682 5.7 2.1 -2.7
C -1.821 0.853 0.632 -0.2 -0.9 -3.2
C -0.811 1.309 -0.370 -0.3 0.6 3.8
H 2.290 0.583 -0.781 0.1 0.4 -0.5
H 3.838 0.137 -0.403 3.3 0.9 0.0
H 2.937 -0.872 1.722 -0.7 -0.6 -0.3
H 2.333 0.725 1.761 -0.5 -0.1 -0.5
H 1.247 -0.496 0.842 1.1 -0.1 1.4
H 0.118 -1.352 -1.743 -0.5 -0.3 0.8
H -1.309 -2.260 -0.046 -0.4 -2.0 -0.2
H -2.833 -0.827 1.408 -1.9 -1.3 1.6
H -2.578 1.446 1.039 -0.2 2.0 0.9
H -0.522 2.364 -0.228 -0.2 -0.4 -0.6
N 2.914 -0.013 -0.278 -4.6 -1.5 2.6
N 0.006 0.510 -1.034 -2.3 1.6 -0.4
```
Positions in Å, forces in eV/Å.

Calculated values
- DFT total energy (eV) = -9361.878
- structure (SMILES) = c1ccncc1.CN
- lowest unoccupied orbital energy (eV) = 0.66
- orbital gap (eV) = 9.208
- multiplicity = 1

(2)
The following is a DFT calculation (ωB97M-V/def2-TZVPD) of one molecule with the formula C5H13NO.

Structure (XYZ):
```
20
Properties=species:S:1:pos:R:3:forces:R:3
C -1.406 -1.886 -0.344 -0.1 0.2 -0.1
C -0.229 -1.075 0.188 0.4 -0.3 0.3
N 0.041 0.108 -0.601 -0.4 0.4 -0.5
C 0.707 -0.180 -1.852 0.2 -0.6 0.0
C 0.626 1.245 0.075 0.4 -0.4 0.2
C -0.088 1.675 1.345 -0.1 0.6 -0.3
O 0.257 0.940 2.502 0.0 0.0 0.3
H -2.121 -1.213 -0.813 -0.1 0.1 0.0
H -1.123 -2.625 -1.091 0.1 0.0 0.0
H -1.919 -2.401 0.464 0.0 -0.1 0.1
H -0.406 -0.766 1.214 -0.2 0.0 0.0
H 0.661 -1.727 0.245 0.1 0.0 0.0
H 0.356 -1.138 -2.242 -0.1 0.1 0.0
H 1.799 -0.296 -1.709 -0.1 0.1 -0.1
H 0.515 0.552 -2.640 0.0 0.2 0.2
H 0.616 2.086 -0.616 -0.1 0.1 -0.2
H 1.698 1.072 0.321 -0.1 0.0 0.0
H 0.106 2.751 1.478 0.0 -0.2 0.2
H -1.165 1.587 1.214 -0.1 -0.2 0.0
H 1.074 1.290 2.863 0.0 0.0 0.0
```
Positions in Å, forces in eV/Å.

Calculated values
- DFT total energy (eV) = -8932.654
- structure (SMILES) = CCN(C)CCO
- lowest unoccupied orbital energy (eV) = 0.96
- orbital gap (eV) = 9.194
- multiplicity = 1

(3)
The following is a DFT calculation (ωB97M-V/def2-TZVPD) of CCuF3MgNO4S3 as an isolated structure at a distorted geometry.

Structure (XYZ):
```
14
Properties=species:S:1:pos:R:3:forces:R:3
Cu 0.295 1.406 1.953 0.4 -1.0 0.5
N 0.534 -0.426 2.066 -0.3 -0.4 -0.5
S -0.052 -1.398 1.103 -0.4 -2.4 1.9
O -1.187 -0.944 0.163 -0.3 1.2 -0.6
C 1.200 -1.733 -0.247 -0.6 -0.5 1.1
F 2.342 -2.169 0.270 0.2 0.0 -0.1
F 1.435 -0.591 -0.905 0.2 0.6 -0.5
F 0.758 -2.632 -1.118 0.0 -0.1 -0.3
Mg -1.416 0.751 -0.697 0.7 -1.4 0.6
S -0.091 3.428 -0.381 -2.4 -1.4 0.0
O -0.661 2.139 0.540 0.4 2.5 -2.1
S -1.475 3.229 -1.946 1.9 -1.3 -0.1
O -1.236 1.681 -2.396 -0.9 2.0 1.1
O -0.446 -2.743 1.595 0.9 2.2 -1.0
```
Positions in Å, forces in eV/Å.

Calculated values
- DFT total energy (eV) = -101458.199
- lowest unoccupied orbital energy (spin up / spin down) (eV) = -1.50 / -4.61
- orbital gap (spin up / spin down) (eV) = 6.768 / 3.605
- multiplicity = 2

(4)
The following is a DFT calculation (ωB97M-V/def2-TZVPD) of C6H4N2O3V as an isolated structure at a distorted geometry.

Structure (XYZ):
```
16
Properties=species:S:1:pos:R:3:forces:R:3
O -3.810 -1.107 -3.611 1.7 0.9 1.9
C -3.098 -0.734 -2.810 -1.2 -0.6 -1.3
V -1.205 0.260 -0.682 4.3 -7.1 -2.3
C -2.526 0.157 0.542 -7.4 0.6 6.8
C -0.957 1.784 -1.614 0.7 9.1 -4.4
O -3.367 0.092 1.321 2.8 0.0 -2.5
O -0.799 2.754 -2.208 -0.4 -3.3 1.8
N 2.443 -1.051 0.981 -0.6 -0.7 -1.0
C 2.256 0.070 1.702 -0.4 1.9 1.2
C 1.078 0.659 1.291 1.7 0.6 1.7
N 0.546 -0.103 0.320 -0.7 -0.7 -1.1
C 1.389 -1.135 0.147 0.3 -1.0 -0.6
H 3.242 -1.719 1.054 -1.0 0.8 -0.2
H 2.927 0.432 2.469 0.0 -0.2 -0.2
H 0.641 1.573 1.670 0.0 -0.2 -0.1
H 1.239 -1.930 -0.571 0.2 0.0 0.1
```
Positions in Å, forces in eV/Å.

Calculated values
- DFT total energy (eV) = -41077.062
- lowest unoccupied orbital energy (spin up / spin down) (eV) = -10.56 / -10.76
- orbital gap (spin up / spin down) (eV) = 6.678 / 6.470
- total charge = +2
- multiplicity = 4

Question: What is the multiplicity in the first record?
Answer: 1

Question: What is the multiplicity in the fourth record?
Answer: 4

Question: Which value of multiplicity does entry 1 give?
Answer: 1

Question: Which formula does entry 3 have?
Answer: CCuF3MgNO4S3